Entry from the Open Molecules 2025 dataset: a single C3H5PS molecule at a distorted geometry (ωB97M-V/def2-TZVPD).

XYZ file:
```
10
Properties=species:S:1:pos:R:3
C 0.204 1.272 0.352
C 1.079 0.641 1.380
C 0.284 -0.186 0.470
P 0.255 -1.066 -1.219
S -1.721 -1.713 -0.931
H -0.669 1.770 0.516
H 0.819 1.586 -0.496
H 2.151 0.740 1.257
H -0.621 -0.596 0.837
H -1.782 -2.448 -2.166
```

Values from the calculation:
HOMO-LUMO gap (spin up / spin down)   6.81 / 8.43 eV
HOMO level (spin up / spin down)   -7.524 / -9.092 eV